(1)
ORCA calculation (ωB97M-V/def2-TZVPD) on the molecule C5H9N at a distorted geometry.

```
! wB97M-V def2-TZVPD RIJCOSX def2/J DEFGRID3
* xyz 0 1
C 0.363 -0.533 -1.355
C 0.133 -0.537 0.164
C 1.301 0.089 0.927
C -1.217 0.107 0.565
C -1.585 1.315 -0.187
N -1.909 2.243 -0.801
H -0.130 -1.380 -1.844
H 1.432 -0.596 -1.585
H -0.017 0.386 -1.814
H 0.056 -1.579 0.499
H 1.497 1.116 0.598
H 2.212 -0.499 0.770
H 1.104 0.105 2.005
H -1.202 0.371 1.630
H -2.036 -0.607 0.426
*
```

Orbital gap ... 12.31 eV
HOMO ... -11.5 eV
SMILES string ... CC(C)CC#N
Relative energy (zero: lowest compared OMol25 entry of this formula, charge and spin) ... 3.4 kcal/mol

=====

(2)
ORCA calculation (ωB97M-V/def2-TZVPD) on the molecule C7H10BrClO2 at a distorted geometry.

```
! wB97M-V def2-TZVPD RIJCOSX def2/J DEFGRID3
* xyz 0 1
C 1.979 1.325 -1.625
C 1.366 1.109 -0.186
C 0.493 -0.133 -0.174
O -0.610 0.029 -0.993
C -1.681 0.015 -0.219
C -2.927 -0.100 -0.702
Cl -3.379 -0.124 -2.385
Br -4.383 -0.026 0.534
O -1.462 0.085 1.034
C -0.105 -0.375 1.255
C -0.062 -1.759 1.725
H 1.201 1.424 -2.351
H 2.496 0.525 -1.969
H 2.660 2.266 -1.719
H 0.771 1.969 0.050
H 2.231 1.089 0.473
H 0.957 -1.224 -0.290
H 0.406 0.244 2.012
H -0.430 -2.465 1.035
H -0.501 -1.853 2.612
H 0.978 -2.021 1.883
*
```

Orbital gap ... 8.75 eV
HOMO ... -8.0 eV
SMILES string ... CC[C@@H]1O/C(=C(\Cl)Br)O[C@H]1C

=====

(3)
ORCA calculation (ωB97M-V/def2-TZVPD) on a cluster of 2 separate species, C23H19N2O in total at a distorted geometry.

```
! wB97M-V def2-TZVPD RIJCOSX def2/J DEFGRID3
* xyz 1 1
C -5.016 -1.220 -3.196
O -3.938 -2.048 -2.700
C -2.983 -1.483 -1.915
C -1.930 -2.327 -1.480
C -0.853 -1.796 -0.807
C -0.769 -0.409 -0.543
C 0.450 0.184 -0.074
C 0.535 1.523 0.484
C 1.885 1.985 0.324
C 2.212 3.310 0.587
C 1.213 4.170 1.060
C -0.083 3.692 1.318
C -0.431 2.367 1.024
C 2.660 0.917 -0.292
C 1.782 -0.203 -0.524
C 2.254 -1.306 -1.233
C 3.571 -1.296 -1.713
C 4.408 -0.188 -1.508
C 3.956 0.927 -0.789
C -1.885 0.401 -0.883
C -2.971 -0.112 -1.566
H -5.652 -1.920 -3.736
H -5.578 -0.761 -2.371
H -4.647 -0.446 -3.884
H -1.964 -3.381 -1.748
H -0.053 -2.457 -0.482
H 3.231 3.645 0.399
H 1.446 5.220 1.242
H -0.839 4.364 1.727
H -1.441 2.002 1.201
H 1.605 -2.154 -1.432
H 3.936 -2.157 -2.275
H 5.423 -0.202 -1.904
H 4.584 1.799 -0.611
H -1.861 1.467 -0.680
H -3.781 0.549 -1.886
N 0.325 -0.848 2.152
C 0.181 -0.176 3.274
N 0.065 -1.049 4.327
C 0.132 -2.341 3.817
C 0.284 -2.187 2.457
H 0.155 0.897 3.425
H -0.046 -0.780 5.298
H 0.069 -3.227 4.418
H 0.361 -2.945 1.698
*
```

Orbital gap ... 6.49 eV
HOMO ... -11.4 eV
Relative energy (zero: lowest compared OMol25 entry of this formula, charge and spin) ... 0.0 kcal/mol

=====

(4)
ORCA calculation (ωB97M-V/def2-TZVPD) on a structure of composition C36H38AsCl3KNO6Si.

```
! wB97M-V def2-TZVPD RIJCOSX def2/J DEFGRID3
* xyz -2 1
K -2.657 -0.020 -0.584
O 0.170 -3.663 0.635
C -0.824 -2.926 0.482
O -0.827 -1.782 -0.053
C -2.137 -3.387 1.154
C -2.508 -2.380 2.263
C -3.491 -3.019 3.257
C -4.805 -3.002 2.431
C -4.317 -2.384 1.112
O -3.349 -1.430 1.592
C -3.471 -3.405 0.338
C -3.384 -3.185 -1.202
O -2.907 -4.133 -1.846
O -3.854 -2.104 -1.655
H -1.935 -4.368 1.583
H -1.659 -1.860 2.706
H -3.582 -2.406 4.155
H -3.176 -4.021 3.550
H -5.556 -2.364 2.900
H -5.235 -3.994 2.285
H -5.064 -1.874 0.510
H -3.915 -4.400 0.439
C 4.987 -1.429 3.281
C 3.695 -0.777 2.871
C 3.430 0.553 3.188
C 2.233 1.118 2.777
N 1.312 0.464 2.075
C 1.567 -0.808 1.762
C 2.731 -1.462 2.152
H 5.844 -0.830 2.962
H 5.079 -2.420 2.837
H 5.048 -1.536 4.367
H 4.150 1.146 3.743
H 1.999 2.154 3.012
H 0.828 -1.325 1.156
H 2.865 -2.495 1.853
C -1.901 1.588 3.247
C -1.747 3.066 2.971
O -0.893 3.222 1.858
C -0.858 4.544 1.378
C 0.069 4.585 0.184
H -2.460 1.428 4.172
H -0.923 1.113 3.320
H -2.445 1.107 2.435
H -1.315 3.589 3.841
H -2.722 3.520 2.754
H -0.505 5.222 2.174
H -1.868 4.866 1.092
H 1.067 4.241 0.465
H 0.140 5.600 -0.211
H -0.319 3.932 -0.598
C 2.427 3.681 -5.249
C 2.254 4.194 -3.972
C 1.726 3.394 -2.968
C 1.379 2.068 -3.220
C 1.551 1.563 -4.505
C 2.070 2.365 -5.513
As 0.678 1.004 -1.717
C 0.224 -0.635 -2.635
C -0.983 -0.926 -3.256
C -1.272 -2.236 -3.607
C -0.356 -3.245 -3.338
C 0.861 -2.954 -2.744
C 1.159 -1.645 -2.388
C 2.367 -1.203 -1.667
C 3.469 -1.993 -1.355
C 4.551 -1.442 -0.685
C 4.541 -0.104 -0.304
C 3.435 0.686 -0.591
C 2.363 0.142 -1.277
H 2.830 4.305 -6.038
H 2.518 5.223 -3.758
H 1.571 3.809 -1.978
H 1.277 0.537 -4.716
H 2.195 1.960 -6.510
H -1.734 -0.158 -3.415
H -2.252 -2.486 -3.986
H -0.637 -4.273 -3.523
H 1.538 -3.758 -2.483
H 3.479 -3.041 -1.627
H 5.406 -2.063 -0.441
H 5.382 0.315 0.236
H 3.407 1.719 -0.261
Cl -2.802 3.044 -1.748
Si -4.284 3.312 -0.128
Cl -5.237 5.126 -0.931
Cl -5.709 1.843 -0.870
*
```

Orbital gap ... 6.88 eV
HOMO ... -2.9 eV
Relative energy (zero: lowest compared OMol25 entry of this formula, charge and spin) ... 0.0 kcal/mol

=====

(5)
ORCA calculation (ωB97M-V/def2-TZVPD) on a cluster of 9 separate species, C5H25NO10 in total at a distorted geometry.

```
! wB97M-V def2-TZVPD RIJCOSX def2/J DEFGRID3
* xyz 0 1
C -0.292 3.210 0.277
C -0.349 2.091 -0.487
C -1.073 0.793 -0.340
C 0.004 -0.330 -0.263
N 0.259 -0.819 1.105
C -0.555 -1.526 -1.086
O -1.520 -2.163 -0.685
O -0.017 -1.780 -2.343
H -0.955 3.325 1.118
H 0.479 4.054 0.061
H 0.324 2.066 -1.410
H -1.787 0.831 0.484
H -1.519 0.737 -1.369
H 0.915 0.029 -0.693
H 0.069 -1.769 1.124
H -0.219 -0.348 1.916
H 0.303 -0.956 -2.827
O -3.492 0.676 -1.014
H -4.303 0.600 -1.501
H -3.374 -0.174 -0.599
O 3.446 -2.439 0.013
H 3.250 -2.173 -0.866
H 2.525 -2.610 0.314
O -0.120 0.749 -3.452
H -0.381 1.186 -4.322
H 0.401 1.464 -2.996
O 3.327 1.106 -1.620
H 3.110 0.907 -0.744
H 3.930 1.825 -1.640
O -3.522 -1.440 0.914
H -2.817 -1.872 0.365
H -3.061 -0.959 1.611
O 2.832 0.656 0.841
H 3.828 0.576 1.117
H 2.495 -0.310 0.761
O -1.411 0.432 4.202
H -1.855 1.144 3.847
H -0.498 0.600 4.109
O 1.368 0.602 3.148
H 1.691 0.778 2.202
H 2.105 0.154 3.563
*
```

Orbital gap ... 9.51 eV
HOMO ... -9.5 eV
SMILES string ... C=CC[C@@H](N)C(=O)O.O.O.O.O.O.O.O.O
Relative energy (zero: lowest compared OMol25 entry of this formula, charge and spin) ... 78.6 kcal/mol

=====

(6)
ORCA calculation (ωB97M-V/def2-TZVPD) on the molecule C5H8N2 at a distorted geometry.

```
! wB97M-V def2-TZVPD RIJCOSX def2/J DEFGRID3
* xyz 0 1
C -1.969 -1.020 0.483
C -1.269 -0.235 -0.546
C -0.383 0.851 -0.263
N 0.792 0.014 0.298
C 2.024 0.805 0.417
C 2.146 -0.367 -0.480
N 2.581 -1.199 -1.221
H -1.911 -0.559 1.474
H -1.535 -2.032 0.545
H -3.012 -1.154 0.167
H -1.192 -0.654 -1.552
H -0.106 1.499 -1.107
H -0.758 1.472 0.573
H 2.052 1.733 -0.168
H 2.539 0.847 1.381
*
```

Orbital gap (alpha / beta) ... 9.42 / 6.61 eV
HOMO (alpha / beta) ... -8.9 / -7.7 eV
Relative energy (zero: lowest compared OMol25 entry of this formula, charge and spin) ... 135.4 kcal/mol

=====

(7)
ORCA calculation (ωB97M-V/def2-TZVPD) on a structure of composition C26H28N3O7OsPS2.

```
! wB97M-V def2-TZVPD RIJCOSX def2/J DEFGRID3
* xyz 0 1
Os -1.102 1.929 0.657
O -0.454 2.754 -3.830
C 0.014 4.009 -3.655
C 0.349 4.730 -4.801
C 0.829 6.019 -4.699
C 0.986 6.619 -3.452
C 0.669 5.904 -2.315
C 0.188 4.595 -2.391
C -0.114 3.847 -1.149
O -0.906 2.812 -1.244
N 0.424 4.266 -0.033
N 0.047 3.461 1.043
C 0.497 3.784 2.212
C 0.222 3.067 3.427
C 0.843 3.576 4.592
C 0.663 3.019 5.828
C -0.177 1.901 5.946
C -0.799 1.379 4.844
C -0.625 1.930 3.553
O -1.273 1.340 2.572
H -0.786 2.453 -2.960
H 0.212 4.251 -5.762
H 1.077 6.568 -5.599
H 1.353 7.634 -3.373
H 0.792 6.342 -1.335
H 1.121 4.671 2.260
H 1.481 4.446 4.482
H 1.155 3.436 6.696
H -0.338 1.446 6.916
H -1.454 0.520 4.921
O -2.274 -1.248 -1.623
C -1.943 -0.539 -0.606
O -2.543 0.368 -0.085
C 0.222 -1.771 -1.288
C 1.601 -2.353 -1.271
C 2.626 -1.418 -0.684
C 2.585 -0.128 -0.309
C 1.540 0.891 -0.164
N 0.260 0.762 -0.036
H 1.909 -2.436 -2.322
H 3.618 -1.861 -0.659
H 3.549 0.302 -0.057
H 1.891 1.919 -0.119
C -3.685 -4.604 -1.965
C -3.076 -4.034 -0.703
C -2.992 -5.048 0.416
O -1.703 -3.569 -0.894
P -1.153 -2.551 -1.986
S -1.155 -3.077 -3.805
S -0.257 -0.910 0.071
O 1.698 -3.697 -0.808
C 2.153 -4.017 0.508
C 2.179 -5.533 0.540
C 1.276 -3.458 1.616
H -4.683 -4.976 -1.731
H -3.082 -5.430 -2.343
H -3.774 -3.858 -2.752
H -3.651 -3.164 -0.372
H -2.402 -5.908 0.098
H -3.992 -5.391 0.682
H -2.529 -4.613 1.301
H 3.178 -3.648 0.639
H 1.173 -5.921 0.372
H 2.534 -5.889 1.507
H 2.831 -5.922 -0.240
H 0.241 -3.779 1.476
H 1.308 -2.370 1.666
H 1.627 -3.829 2.580
*
```

Orbital gap (alpha / beta) ... 6.48 / 6.48 eV
HOMO (alpha / beta) ... -7.4 / -7.4 eV
Relative energy (zero: lowest compared OMol25 entry of this formula, charge and spin) ... 127.7 kcal/mol

=====

(8)
ORCA calculation (ωB97M-V/def2-TZVPD) on a structure of composition C29H26N6O9W at a distorted geometry.

```
! wB97M-V def2-TZVPD RIJCOSX def2/J DEFGRID3
* xyz 0 3
W 0.642 -1.016 -0.379
C 1.574 0.961 -3.316
C 0.118 1.347 -3.288
C -0.241 2.580 -3.827
C -1.568 2.950 -3.969
C -2.554 2.045 -3.619
C -2.241 0.808 -3.067
C -3.379 -0.148 -2.801
C -0.891 0.485 -2.825
N -0.603 -0.703 -2.067
C -1.192 -1.861 -2.506
O -1.595 -2.104 -3.622
C -1.390 -2.813 -1.359
C -2.060 -4.013 -1.402
C -2.224 -4.725 -0.222
C -1.709 -4.221 0.964
C -1.038 -3.023 0.929
N -0.907 -2.334 -0.206
C -0.308 -2.387 2.081
O -0.390 -2.814 3.211
N 0.403 -1.297 1.654
C 1.087 -0.558 2.696
C 2.447 -0.747 2.978
C 3.257 -1.867 2.384
C 3.048 0.099 3.906
C 2.325 1.076 4.570
C 0.960 1.176 4.360
C 0.324 0.343 3.448
C -1.180 0.334 3.365
H 2.127 1.672 -3.927
H 1.702 -0.029 -3.747
H 2.046 0.951 -2.340
H 0.546 3.248 -4.165
H -1.826 3.915 -4.390
H -3.597 2.296 -3.788
H -4.324 0.394 -2.758
H -3.257 -0.705 -1.871
H -3.440 -0.884 -3.602
H -2.438 -4.368 -2.351
H -2.742 -5.676 -0.229
H -1.796 -4.743 1.910
H 3.407 -1.753 1.321
H 2.766 -2.827 2.556
H 4.240 -1.897 2.851
H 4.106 -0.020 4.111
H 2.818 1.726 5.285
H 0.371 1.888 4.930
H -1.602 1.225 3.833
H -1.568 -0.543 3.889
H -1.529 0.268 2.341
C -2.441 1.319 0.178
C -1.027 1.753 0.241
N 0.045 1.004 0.059
C 1.139 1.808 0.307
C 0.727 3.051 0.609
N -0.636 2.995 0.556
C 1.422 4.321 0.930
O 2.731 4.269 0.997
O 0.771 5.317 1.121
C 2.472 1.186 0.231
O 3.493 1.797 0.448
O 2.392 -0.061 -0.121
H -2.479 0.237 0.147
H -2.922 1.716 -0.713
H -2.984 1.669 1.057
H -1.213 3.800 0.746
H 3.081 3.348 0.861
O 3.012 -3.639 -1.815
N 2.223 -2.853 -1.424
O 1.856 -1.808 -2.055
O 1.615 -2.944 -0.289
*
```

Expectation value of S² ... 2.02
Orbital gap (alpha / beta) ... 7.38 / 7.33 eV
HOMO (alpha / beta) ... -8.1 / -8.8 eV

=====

(9)
ORCA calculation (ωB97M-V/def2-TZVPD) on a structure of composition C40H66N5O2PZn.

```
! wB97M-V def2-TZVPD RIJCOSX def2/J DEFGRID3
* xyz 0 1
Zn -0.163 0.037 -0.362
C 2.692 1.410 -0.779
N 2.110 0.264 -0.072
C 2.690 -0.987 -0.586
C 2.359 0.388 1.378
C 1.329 -0.389 2.178
N -0.036 -0.028 1.785
C -0.983 -1.031 2.340
C -2.257 -1.315 1.582
C -3.444 -1.328 2.307
C -4.628 -1.786 1.758
C -4.563 -2.271 0.453
C -3.403 -2.304 -0.311
C -2.215 -1.753 0.242
O -1.094 -1.623 -0.477
C -3.450 -2.886 -1.731
C -3.182 -1.751 -2.731
C -2.420 -4.015 -1.915
C -4.820 -3.489 -2.055
C -5.954 -1.782 2.511
C -6.918 -0.801 1.824
C -6.576 -3.188 2.507
C -5.770 -1.357 3.969
C -0.341 1.355 2.237
C -1.660 1.947 1.810
C -2.519 2.423 2.798
C -3.657 3.147 2.486
C -3.907 3.355 1.130
C -3.094 2.895 0.104
C -1.928 2.155 0.443
O -1.115 1.660 -0.494
C -3.503 3.138 -1.354
C -2.421 3.927 -2.119
C -3.766 1.767 -2.004
C -4.791 3.959 -1.461
C -4.602 3.740 3.535
C -4.181 3.365 4.956
C -4.599 5.273 3.424
C -6.032 3.232 3.303
H 3.780 1.446 -0.650
H 2.255 2.335 -0.402
H 2.469 1.339 -1.841
H 3.776 -1.009 -0.434
H 2.484 -1.076 -1.654
H 2.241 -1.847 -0.088
H 2.329 1.442 1.642
H 3.361 0.022 1.627
H 1.493 -0.223 3.249
H 1.458 -1.453 1.985
H -1.235 -0.750 3.369
H -0.438 -1.975 2.393
H -3.415 -0.964 3.330
H -5.472 -2.666 0.014
H -2.203 -1.318 -2.530
H -3.934 -0.963 -2.624
H -3.216 -2.126 -3.761
H -1.417 -3.676 -1.675
H -2.441 -4.375 -2.951
H -2.666 -4.858 -1.261
H -5.606 -2.729 -2.088
H -5.101 -4.256 -1.327
H -4.773 -3.958 -3.042
H -7.115 -1.105 0.792
H -6.490 0.205 1.802
H -7.874 -0.763 2.358
H -6.816 -3.517 1.493
H -7.503 -3.191 3.089
H -5.888 -3.915 2.947
H -5.345 -0.355 4.045
H -5.114 -2.051 4.503
H -6.740 -1.353 4.473
H 0.441 2.006 1.839
H -0.274 1.388 3.332
H -2.250 2.242 3.836
H -4.792 3.921 0.861
H -1.458 3.430 -2.063
H -2.321 4.927 -1.688
H -2.713 4.041 -3.170
H -2.889 1.127 -1.909
H -4.020 1.880 -3.065
H -4.601 1.273 -1.498
H -4.688 4.935 -0.977
H -5.648 3.438 -1.024
H -5.010 4.130 -2.519
H -3.180 3.741 5.187
H -4.190 2.280 5.104
H -4.879 3.807 5.672
H -3.590 5.665 3.579
H -5.261 5.711 4.180
H -4.944 5.604 2.441
H -6.068 2.146 3.368
H -6.401 3.522 2.316
H -6.712 3.647 4.056
C -0.720 -0.984 -5.867
N -0.738 0.446 -5.555
C 0.503 1.049 -6.032
N 1.706 0.409 -5.492
C 1.655 -1.018 -5.819
N 0.450 -1.687 -5.334
C 0.427 -1.754 -3.872
P 0.393 -0.073 -3.055
C -0.941 0.682 -4.123
C 1.827 0.628 -4.051
H -0.712 -1.095 -6.953
H -1.626 -1.447 -5.475
H 0.511 2.107 -5.764
H 0.533 0.963 -7.120
H 2.534 -1.512 -5.399
H 1.687 -1.114 -6.906
H 1.317 -2.288 -3.529
H -0.438 -2.326 -3.537
H -0.968 1.755 -3.924
H -1.904 0.277 -3.826
H 2.759 0.174 -3.703
H 1.889 1.701 -3.862
*
```

Orbital gap ... 7.06 eV
HOMO ... -6.9 eV